{
  "formula": "C45H46Cl72F3N6O5P2S",
  "method": "wB97M-V/def2-TZVPD",
  "lumo_ev": -3.21,
  "total_charge": 1,
  "de_lowest_ev": 5.088,
  "gap_ev": 7.501,
  "species": ["C", "C", "C", "N", "C", "P", "S", "N", "C", "N", "N", "C", "C", "C", "N", "C", "C", "C", "C", "O", "N", "C", "C", "C", "C", "C", "C", "C", "O", "C", "F", "F", "F", "C", "C", "C", "C", "C", "C", "O", "C", "P", "O", "O", "H", "H", "H", "H", "H", "H", "H", "H", "H", "H", "H", "H", "H", "H", "H", "H", "H", "H", "H", "H", "H", "H", "H", "H", "H", "H", "H", "H", "H", "H", "H", "H", "H", "H", "H", "H", "H", "H", "H", "H", "H", "H", "H", "H", "H", "H", "C", "Cl", "Cl", "Cl", "Cl", "C", "Cl", "Cl", "Cl", "Cl", "C", "Cl", "Cl", "Cl", "Cl", "C", "Cl", "Cl", "Cl", "Cl", "C", "Cl", "Cl", "Cl", "Cl", "C", "Cl", "Cl", "Cl", "Cl", "C", "Cl", "Cl", "Cl", "Cl", "C", "Cl", "Cl", "Cl", "Cl", "C", "Cl", "Cl", "Cl", "Cl", "C", "Cl", "Cl", "Cl", "Cl", "C", "Cl", "Cl", "Cl", "Cl", "C", "Cl", "Cl", "Cl", "Cl", "C", "Cl", "Cl", "Cl", "Cl", "C", "Cl", "Cl", "Cl", "Cl", "C", "Cl", "Cl", "Cl", "Cl", "C", "Cl", "Cl", "Cl", "Cl", "C", "Cl", "Cl", "Cl", "Cl", "C", "Cl", "Cl", "Cl", "Cl"],
  "xyz": [[-1.95, -4.08, 5.63], [-1.62, -3.48, 4.20], [-0.73, -2.14, 4.27], [-0.28, -1.85, 2.89], [0.71, -0.74, 2.78], [2.43, -1.64, 2.76], [2.34, -3.48, 3.37], [0.71, -0.02, 4.08], [0.37, 1.35, 4.05], [0.22, 1.94, 5.24], [0.37, 1.18, 6.39], [-0.14, 1.75, 7.45], [0.64, 1.52, 8.82], [-1.47, 2.60, 7.50], [0.17, 2.20, 2.90], [-0.55, 1.39, 1.83], [-0.81, 2.38, 0.62], [-0.02, 3.77, 0.69], [-0.58, 4.63, -0.53], [-0.90, 5.82, -0.40], [-0.78, 4.05, -1.87], [-2.15, 3.59, -2.08], [-2.41, 2.14, -2.34], [-3.75, 1.53, -2.54], [-4.96, 2.42, -2.49], [-4.72, 3.88, -2.27], [-3.36, 4.49, -2.07], [-1.94, 0.88, 2.38], [-2.73, 1.98, 2.96], [-4.09, 1.80, 2.73], [-4.75, 2.58, 3.67], [-4.53, 0.51, 2.91], [-4.44, 2.32, 1.49], [0.49, 0.19, 1.50], [0.00, -0.56, 0.19], [0.65, -1.97, -0.11], [0.07, -2.44, -1.55], [1.19, -3.04, -2.49], [1.78, -1.93, -3.49], [2.84, -1.21, -2.85], [3.08, 0.03, -3.58], [2.10, 1.14, 0.99], [2.95, 0.28, -0.20], [3.03, 1.50, 2.36], [-1.23, -4.94, 5.81], [-1.94, -3.31, 6.45], [-2.97, -4.58, 5.55], [-0.96, -4.24, 3.66], [-2.54, -3.34, 3.54], [0.11, -2.40, 4.99], [-1.44, -1.36, 4.70], [-1.14, -1.67, 2.35], [3.32, -0.89, 3.61], [3.02, -1.64, 1.46], [1.54, -0.21, 4.65], [-0.01, 2.95, 5.29], [-0.06, 1.68, 9.68], [1.60, 2.10, 8.86], [0.90, 0.41, 8.83], [-1.17, 3.70, 7.49], [-1.92, 2.42, 8.53], [-2.19, 2.32, 6.69], [-0.46, 2.94, 3.25], [-0.65, 1.97, -0.41], [-1.91, 2.67, 0.67], [-0.28, 4.38, 1.61], [1.08, 3.68, 0.51], [-0.59, 4.77, -2.58], [-1.52, 1.44, -2.36], [-3.80, 0.42, -2.70], [-5.97, 1.94, -2.62], [-5.63, 4.55, -2.24], [-3.17, 5.61, -1.90], [-2.54, 0.53, 1.48], [-1.88, 0.10, 3.19], [-1.13, -0.69, 0.23], [0.29, 0.10, -0.69], [1.77, -1.97, -0.22], [0.37, -2.80, 0.60], [-0.41, -1.53, -2.05], [-0.77, -3.17, -1.36], [0.70, -3.81, -3.17], [2.02, -3.53, -1.90], [0.95, -1.24, -3.80], [2.19, -2.46, -4.41], [4.17, 0.29, -3.53], [2.43, 0.82, -3.08], [2.79, -0.05, -4.67], [3.80, -0.07, 0.16], [3.88, 1.88, 2.05], [-3.35, 0.49, -6.57], [-4.34, 1.48, -7.66], [-3.58, 1.03, -4.89], [-3.85, -1.21, -6.71], [-1.64, 0.64, -7.02], [-4.27, 2.02, -12.05], [-5.15, 3.30, -11.17], [-3.23, 1.14, -10.92], [-5.44, 0.90, -12.78], [-3.28, 2.76, -13.33], [-1.08, -1.75, -12.91], [-1.51, -0.18, -13.61], [-0.93, -1.60, -11.15], [-2.35, -2.93, -13.30], [0.46, -2.30, -13.59], [4.24, -4.33, -13.06], [3.63, -5.13, -14.52], [5.65, -5.20, -12.45], [4.70, -2.66, -13.46], [2.97, -4.30, -11.82], [6.58, -3.73, 5.08], [5.58, -2.72, 4.01], [6.41, -3.17, 6.76], [6.04, -5.42, 4.97], [8.28, -3.62, 4.59], [-1.49, -7.45, 2.87], [-1.06, -8.91, 1.95], [-2.98, -6.75, 2.19], [-1.76, -7.88, 4.56], [-0.17, -6.27, 2.75], [-5.95, -1.13, -0.20], [-6.68, -0.51, 1.29], [-4.73, 0.01, -0.80], [-5.19, -2.70, 0.13], [-7.22, -1.34, -1.43], [-1.72, -11.90, 6.38], [-1.31, -11.03, 4.89], [-3.48, -12.00, 6.55], [-1.04, -13.54, 6.31], [-1.03, -11.04, 7.77], [-5.01, -7.66, 7.00], [-4.60, -6.78, 5.51], [-6.77, -7.75, 7.17], [-4.33, -9.30, 6.93], [-4.32, -6.79, 8.40], [2.99, 3.25, -6.29], [2.33, 2.45, -7.72], [4.44, 2.39, -5.74], [3.40, 4.93, -6.68], [1.77, 3.23, -4.99], [4.19, 8.61, -8.52], [4.76, 7.39, -9.67], [5.28, 8.66, -7.13], [4.16, 10.20, -9.31], [2.55, 8.19, -7.97], [3.07, -9.77, 8.25], [2.40, -9.13, 9.76], [4.30, -8.65, 7.62], [3.81, -11.35, 8.56], [1.77, -9.95, 7.05], [3.24, 13.95, -8.00], [4.27, 14.54, -9.32], [1.72, 13.34, -8.67], [4.08, 12.64, -7.15], [2.90, 15.27, -6.87], [0.66, 6.14, 8.70], [2.28, 6.67, 9.18], [-0.20, 5.51, 10.12], [-0.24, 7.52, 8.03], [0.79, 4.86, 7.47], [-3.42, 8.87, -2.18], [-4.40, 9.87, -3.27], [-3.64, 9.41, -0.51], [-3.92, 7.17, -2.33], [-1.71, 9.02, -2.63], [9.44, 0.27, 4.85], [10.51, 0.79, 3.53], [7.89, -0.29, 4.18], [10.20, -1.05, 5.75], [9.15, 1.64, 5.94], [4.15, 8.50, -3.13], [5.76, 9.10, -2.67], [3.34, 7.82, -1.70], [3.18, 9.84, -3.78], [4.32, 7.24, -4.37], [-4.48, -12.58, 2.19], [-5.93, -12.34, 3.17], [-3.54, -13.95, 2.83], [-4.95, -12.92, 0.51], [-3.48, -11.11, 2.23]]
}

=====

{
  "formula": "C45H46HfN6S2Se3Te",
  "method": "wB97M-V/def2-TZVPD",
  "lumo_ev": 3.75,
  "total_charge": -2,
  "de_lowest_ev": 0.000,
  "gap_ev": 5.356,
  "species": ["Hf", "Se", "Se", "Te", "Se", "C", "C", "C", "C", "C", "C", "C", "C", "C", "C", "C", "C", "N", "C", "C", "N", "C", "C", "C", "C", "C", "C", "C", "C", "C", "C", "C", "C", "C", "C", "C", "C", "C", "C", "C", "C", "C", "C", "H", "H", "H", "H", "H", "H", "H", "H", "H", "H", "H", "H", "H", "H", "H", "H", "H", "H", "H", "H", "H", "H", "H", "H", "H", "H", "H", "H", "H", "H", "H", "H", "H", "H", "H", "H", "H", "H", "H", "H", "S", "C", "S", "C", "C", "N", "C", "N", "N", "C", "C", "C", "N", "C", "C", "H", "H", "H", "H", "H", "H"],
  "xyz": [[-0.67, -1.62, -0.81], [0.62, -4.34, -0.20], [0.37, -5.49, -2.21], [-0.76, -3.77, -3.68], [0.75, -1.86, -3.05], [4.77, -0.74, -0.92], [3.52, -1.64, -0.88], [3.76, -2.86, -1.78], [3.17, -2.11, 0.52], [4.10, -2.93, 1.15], [3.85, -3.55, 2.35], [2.64, -3.33, 2.97], [1.69, -2.48, 2.42], [0.44, -2.18, 3.21], [-0.60, -3.30, 3.13], [0.75, -1.86, 4.68], [1.92, -1.87, 1.16], [0.90, -1.04, 0.59], [1.30, 0.25, 0.21], [0.63, 1.06, -0.69], [-0.54, 0.75, -1.35], [-1.36, 1.84, -1.77], [-1.91, 2.78, -0.84], [-2.80, 3.75, -1.25], [-3.24, 3.85, -2.55], [-2.65, 3.01, -3.48], [-1.68, 2.07, -3.15], [-0.97, 1.51, -4.38], [0.55, 1.57, -4.24], [-1.49, 0.14, -4.82], [-1.63, 2.79, 0.66], [-0.91, 4.06, 1.13], [-2.95, 2.67, 1.44], [1.43, 2.30, -0.87], [1.37, 3.40, -1.68], [2.39, 4.39, -1.57], [3.39, 4.32, -0.64], [3.47, 3.20, 0.23], [4.42, 2.96, 1.27], [4.31, 1.83, 2.03], [3.33, 0.83, 1.80], [2.43, 1.00, 0.77], [2.50, 2.22, 0.05], [5.06, -0.60, -1.97], [5.60, -1.21, -0.39], [4.59, 0.24, -0.48], [2.69, -1.07, -1.29], [4.75, -3.30, -1.58], [3.72, -2.56, -2.83], [3.01, -3.62, -1.60], [5.04, -3.10, 0.65], [4.59, -4.21, 2.79], [2.43, -3.81, 3.92], [0.01, -1.30, 2.78], [-0.19, -4.24, 3.52], [-0.90, -3.47, 2.10], [-1.49, -3.04, 3.70], [1.03, -2.76, 5.24], [-0.14, -1.44, 5.16], [1.56, -1.14, 4.76], [-3.19, 4.46, -0.52], [-3.98, 4.58, -2.85], [-2.91, 3.13, -4.53], [-1.23, 2.19, -5.20], [0.89, 1.03, -3.36], [0.87, 2.61, -4.16], [1.03, 1.13, -5.12], [-1.34, -0.58, -4.04], [-0.95, -0.20, -5.71], [-2.56, 0.18, -5.04], [-1.00, 1.94, 0.91], [-1.52, 4.95, 0.94], [0.04, 4.19, 0.62], [-0.71, 4.00, 2.20], [-3.54, 3.58, 1.34], [-2.74, 2.53, 2.51], [-3.55, 1.83, 1.08], [0.58, 3.55, -2.40], [2.34, 5.24, -2.23], [4.14, 5.10, -0.57], [5.20, 3.69, 1.45], [5.01, 1.67, 2.83], [3.32, -0.05, 2.43], [-3.15, -1.23, -1.92], [-3.53, -2.89, -1.67], [-2.61, -3.68, -0.45], [-4.52, -3.53, -2.41], [-4.90, -4.88, -2.19], [-5.28, -5.96, -2.07], [-5.19, -2.90, -3.48], [-5.76, -2.44, -4.38], [-4.13, -0.03, 4.80], [-3.49, -0.23, 3.60], [-2.20, 0.24, 3.37], [-1.59, -0.03, 2.16], [-2.14, -0.76, 1.18], [-3.39, -1.18, 1.40], [-4.09, -0.95, 2.56], [-3.79, 0.72, 5.37], [-5.13, -0.15, 4.81], [-1.68, 0.82, 4.12], [-0.61, 0.38, 1.95], [-3.87, -1.72, 0.60], [-5.11, -1.32, 2.66]]
}